# 1
The following is a quantum chemistry calculation of a 9-piece molecular cluster, C20H39N4O8S overall at a distorted geometry, from the Open Molecules 2025 dataset.

```
72
Properties=species:S:1:pos:R:3:forces:R:3
N 0.190648 -0.433518 -0.347844 0.4 0.3 0.5
O 0.538006 0.718601 -0.731095 -0.3 -0.9 0.2
O 0.716426 -1.451368 -0.861805 -0.3 0.4 0.1
O -0.639410 -0.560632 0.589614 0.3 0.1 -0.7
C 1.451410 -4.782297 -0.945280 0.7 0.0 0.0
C 0.038812 -5.083507 -0.770107 0.2 0.2 0.1
N -1.078765 -5.299312 -0.629220 -0.1 -0.1 0.0
H 1.600625 -3.977453 -1.662448 -0.2 -0.1 -0.1
H 2.016056 -5.663160 -1.253083 -0.3 -0.1 -0.3
H 1.947040 -4.457264 -0.030068 -0.5 0.1 0.2
C -0.472893 2.024625 -3.180324 0.2 -0.4 -0.4
C -1.907065 2.212807 -3.178844 -0.4 0.3 0.0
N -3.053541 2.294611 -3.181933 0.2 0.1 -0.2
H -0.335072 0.943684 -3.131109 0.4 0.1 0.2
H 0.025206 2.485307 -2.334490 -0.1 0.0 0.1
H -0.032461 2.379999 -4.112060 -0.1 0.1 0.0
C 0.827932 -0.744974 3.149806 0.3 0.0 -0.1
C 1.224076 -1.011728 4.524974 -0.2 -0.7 0.0
N 1.555021 -1.191280 5.609665 0.0 0.0 0.0
H -0.193531 -0.376157 3.106511 0.3 0.5 0.0
H 0.793876 -1.576084 2.444374 0.3 -0.4 0.5
H 1.608307 -0.062207 2.810970 -0.6 0.4 -0.5
C -3.245577 -2.060151 -0.995712 0.9 -0.1 -0.2
S -3.236422 -2.476707 -2.764567 -0.3 -0.3 0.3
O -4.483275 -1.902969 -3.372283 0.6 0.0 0.2
C -1.835422 -1.453915 -3.306630 -0.8 0.2 -0.2
H -2.209766 -2.030249 -0.638408 0.0 0.1 -0.1
H -3.707299 -2.880444 -0.452089 -0.4 0.1 -0.1
H -3.707328 -1.092075 -0.813586 -0.2 -0.1 -0.2
H -1.778599 -1.646344 -4.377651 0.1 0.0 0.0
H -0.898002 -1.720767 -2.823010 -0.1 0.0 0.2
H -2.157441 -0.418730 -3.171713 0.3 0.0 0.2
C 3.289047 0.373451 -3.441693 0.5 0.1 -0.2
C 3.780780 -1.037149 -3.337284 0.7 -0.7 0.2
O 4.074194 -1.682192 -4.321086 -0.1 0.1 0.0
C 3.903397 -1.652231 -1.949327 -0.6 -0.1 -0.7
H 2.202728 0.285585 -3.499077 0.0 0.5 0.2
H 3.712749 0.816649 -4.342499 -0.3 -0.1 -0.2
H 3.636230 0.988266 -2.611652 -0.5 -0.1 0.3
H 3.710617 -2.721294 -2.036934 0.0 0.0 0.0
H 3.130005 -1.202673 -1.330059 0.3 -0.1 0.4
H 4.923376 -1.551721 -1.580396 -0.1 0.4 0.2
C -1.237560 1.411668 5.056021 0.5 1.1 0.0
C -0.519858 2.232849 3.998422 0.2 -0.8 -0.3
O 0.636991 2.582942 4.107780 -0.4 0.0 0.2
C -1.266615 2.487837 2.703957 0.8 0.6 0.6
H -0.596672 1.315293 5.929234 0.0 -0.2 0.0
H -1.502578 0.440493 4.645155 -0.3 0.0 0.1
H -2.114958 2.008543 5.319172 -0.3 -0.4 0.1
H -1.047991 1.649565 2.037201 -0.2 0.0 -0.1
H -0.773327 3.385345 2.325565 -0.3 -0.1 -0.4
H -2.331870 2.653012 2.843421 -0.1 -0.2 -0.1
C 3.937741 0.733086 0.817116 0.2 -0.1 -0.5
C 3.894748 2.220741 1.024187 -0.3 0.5 0.7
O 4.878071 2.852652 1.342658 0.2 -0.1 -0.2
C 2.565843 2.913502 0.837468 -0.2 -0.4 -0.4
H 3.208756 0.475094 0.048939 0.0 -0.2 0.0
H 3.712978 0.144652 1.705626 -0.1 0.2 0.2
H 4.951406 0.482199 0.502358 -0.1 -0.2 0.0
H 1.938274 2.359746 0.135118 0.1 0.1 -0.1
H 2.739546 3.925928 0.480377 -0.1 0.1 0.2
H 1.986450 2.910140 1.764877 0.2 0.2 0.2
C -4.219626 0.035449 1.632206 0.1 0.1 0.0
C -4.501455 1.207455 0.701848 0.7 -0.3 0.2
O -5.610050 1.647225 0.550068 -0.5 0.2 0.1
C -3.305746 1.728971 -0.044271 0.2 0.4 -1.0
H -3.274680 -0.429706 1.349791 -0.1 -0.2 0.0
H -5.057186 -0.658190 1.583323 0.1 -0.1 0.0
H -4.102750 0.343399 2.674297 -0.1 0.3 0.0
H -2.696370 2.416212 0.540162 0.0 -0.1 0.3
H -3.566475 2.277265 -0.951434 -0.5 -0.1 0.3
H -2.649740 0.923572 -0.381166 0.1 -0.1 0.3
```
Forces are in eV/Å.

Output
* E_HOMO: -0.234 Eh
* spin multiplicity: 1
* orbital gap: 8.69 eV
* DFT total energy: -2004.51490 Ha
* lowest unoccupied orbital energy: 2.34 eV
* net charge: -1

Just the Mulliken charges please, in e? Sure, here they are: N 0.408; O -0.309; O -0.458; O -0.562; C -0.489; C 0.319; N -0.439; H -0.014; H 0.413; H 0.256; C -0.062; C 0.348; N -0.593; H -0.176; H 0.071; H 0.445; C 0.132; C 0.097; N -0.507; H -0.281; H 0.497; H -0.055; C -0.427; S 0.420; O -0.675; C -0.192; H -0.108; H 0.441; H 0.123; H 0.422; H 0.030; H -0.199; C -0.547; C 0.585; O -0.612; C -0.192; H -0.129; H 0.403; H 0.275; H 0.173; H -0.329; H 0.391; C -1.327; C 0.639; O -0.582; C -0.361; H 0.312; H 0.315; H 0.482; H -0.207; H 0.337; H 0.520; C -0.406; C 0.580; O -0.614; C -0.321; H -0.309; H 0.408; H 0.339; H -0.122; H 0.393; H 0.018; C -0.745; C 0.643; O -0.617; C -0.468; H -0.028; H 0.347; H 0.336; H 0.241; H 0.395; H -0.092

---

# 2
The following is a quantum chemistry calculation of a 12-piece molecular cluster, C42H107N19O12 overall at a distorted geometry, from the Open Molecules 2025 dataset.

```
180
Properties=species:S:1:pos:R:3:forces:R:3
C 6.955950 4.535219 1.523922 0.0 0.7 0.7
C 5.731881 3.683799 1.112791 2.3 0.2 -0.5
C 6.161791 2.927881 -0.147059 -0.3 0.3 -1.0
C 5.518999 2.608131 2.178117 0.1 0.9 0.9
C 4.682978 3.084119 3.375127 -0.6 -0.7 -1.2
C 3.422641 3.813256 2.889433 0.8 -1.0 0.0
C 3.676873 4.979175 1.929035 -0.2 -0.4 1.4
C 2.344649 5.319602 1.284312 0.0 0.1 -0.3
C 4.226524 6.105711 2.808480 0.8 1.3 -1.2
N 4.559317 4.517358 0.854055 -0.6 -0.5 -0.5
O 4.819941 5.575334 -0.076144 0.5 -0.1 1.0
H 7.313918 5.303138 0.827355 -0.4 -0.3 -0.4
H 6.721193 5.095211 2.437828 0.3 -0.3 0.1
H 7.821968 3.896896 1.695598 -0.1 -0.1 0.2
H 7.040486 2.286352 -0.051833 -0.1 0.0 0.7
H 5.348588 2.285224 -0.494127 0.0 0.1 -0.1
H 6.458323 3.625290 -0.939731 -0.4 0.0 0.0
H 5.185395 1.690328 1.698837 -0.6 0.0 0.2
H 6.481100 2.369648 2.637472 0.2 -0.1 -0.5
H 4.354799 2.137905 3.815694 0.1 0.4 0.7
H 5.279093 3.683091 4.063156 0.0 -0.1 0.1
H 2.906335 4.164495 3.783987 -0.5 0.1 -0.3
H 2.865666 3.038386 2.355227 -0.5 0.2 0.1
H 2.394996 6.258275 0.732610 -0.1 0.0 -0.1
H 1.507838 5.355975 1.982992 0.2 0.1 0.2
H 2.138826 4.501700 0.590644 -0.1 0.2 -0.1
H 5.005292 5.808087 3.505956 -0.2 -0.2 0.1
H 3.467640 6.691303 3.324863 -0.2 -0.4 0.1
H 4.712798 6.854412 2.157271 -0.1 0.0 0.2
H 5.388977 6.218634 0.402140 -0.3 -0.4 -0.4
C -6.360109 -5.276520 -2.244968 0.6 1.6 0.6
C -6.982769 -4.047170 -1.530585 -1.8 -1.4 0.4
C -7.029704 -2.829893 -2.430248 1.4 0.8 0.3
C -8.496924 -4.341475 -1.262320 0.3 -0.6 0.3
C -8.782311 -5.210787 -0.058193 0.1 0.0 1.2
C -8.050340 -4.714518 1.197803 -0.7 -0.9 -0.9
C -6.553271 -4.601239 0.945145 -0.3 0.0 1.4
C -5.984747 -3.929516 2.199679 2.6 0.7 -0.4
C -5.903014 -5.994612 0.844065 -0.8 -0.8 -0.7
N -6.360614 -3.773552 -0.229684 0.4 1.8 -0.4
O -4.989045 -3.355128 -0.399426 -0.7 -1.3 0.1
H -5.283177 -5.085494 -2.173965 0.1 -0.5 -0.4
H -6.584134 -6.187986 -1.712174 -0.2 -0.3 -0.3
H -6.641982 -5.243787 -3.290790 -0.1 -0.5 -0.1
H -7.572074 -2.021668 -1.940507 0.0 0.0 0.0
H -6.013506 -2.452988 -2.598886 -0.1 0.0 -0.2
H -7.485236 -3.016497 -3.399405 -0.1 -0.3 0.0
H -9.004746 -3.388216 -1.124711 -0.2 0.0 -0.2
H -8.881980 -4.898293 -2.120063 -0.1 0.6 -0.3
H -9.836101 -5.214896 0.242180 -0.1 0.0 -0.6
H -8.505086 -6.258015 -0.210142 -0.1 0.1 -0.3
H -8.247771 -5.465993 1.969612 0.3 0.1 0.2
H -8.519557 -3.791625 1.544479 0.4 0.2 -0.1
H -6.291058 -4.314430 3.167423 -0.6 -0.2 -0.2
H -5.969479 -2.836627 2.219336 -0.9 0.0 -0.2
H -4.893013 -4.086855 2.180574 -0.2 -0.2 0.2
H -5.635133 -6.464484 1.789438 0.4 0.5 0.1
H -5.083231 -5.994957 0.122386 0.3 0.0 0.4
H -6.610690 -6.716673 0.420641 0.0 0.1 -0.1
H -4.519213 -4.189218 -0.617562 0.1 0.6 0.1
C -1.613189 7.315274 -1.403013 -1.3 0.5 0.5
C -1.257557 5.861302 -1.201178 0.9 -1.2 -0.5
C 0.269310 5.718941 -1.433875 0.5 0.5 0.8
C -1.619131 5.431659 0.222679 0.0 -0.4 0.1
C -1.682110 3.923136 0.471530 0.6 0.2 -0.9
C -2.425333 3.160626 -0.610393 -1.1 -0.6 1.2
C -2.142839 3.599739 -2.047625 1.1 -2.0 0.1
C -0.853582 2.839746 -2.483601 0.3 1.7 -0.9
C -3.302943 3.153303 -2.915841 -1.1 -0.2 -0.3
N -2.027010 5.035534 -2.151088 -1.2 1.6 0.4
O -1.820166 5.531206 -3.482006 0.7 -1.2 0.9
H -2.702682 7.435373 -1.464148 0.1 -0.3 -0.4
H -1.414605 7.900401 -0.498409 0.7 -0.1 -0.2
H -1.156675 7.747593 -2.284292 0.1 0.1 0.0
H 0.742922 6.677956 -1.192018 0.0 0.0 -0.2
H 0.760900 5.044469 -0.728156 -0.3 -0.3 -0.4
H 0.572386 5.474643 -2.451044 -0.1 -0.1 0.0
H -0.806311 5.744059 0.888250 -0.4 0.8 0.0
H -2.584592 5.894220 0.448845 0.1 0.1 0.3
H -0.648271 3.547210 0.467957 -0.1 0.0 0.1
H -2.067467 3.715253 1.467052 -0.1 0.0 0.0
H -3.508608 3.086267 -0.408358 0.1 0.9 -0.1
H -2.187287 2.102219 -0.426818 0.3 0.1 -0.7
H 0.030985 3.076627 -1.885071 -0.3 -0.2 0.4
H -0.579772 3.314062 -3.443333 0.1 -0.8 -0.1
H -0.932644 1.764783 -2.601371 -0.3 0.0 -0.1
H -3.209867 3.478935 -3.951855 0.0 0.2 0.1
H -4.230458 3.544823 -2.482973 0.1 0.4 -0.3
H -3.526431 2.079991 -2.952378 0.8 -0.1 0.2
H -0.926771 5.181026 -3.672517 -0.3 0.4 -0.5
C 6.413709 -0.733455 5.156738 -0.2 -0.2 0.1
O 5.571798 -1.576281 4.384505 -0.1 0.3 -0.1
C 4.674913 -2.342104 5.167960 0.8 -0.1 0.1
C 3.989243 -3.359525 4.291546 0.0 -0.5 -1.4
C 3.212540 -2.753768 3.130936 -1.5 0.6 -0.1
N 3.257763 -4.304750 5.122640 -0.2 0.1 0.8
H 5.906183 -0.346567 6.053668 0.0 -0.1 -0.2
H 6.696232 0.115562 4.534671 0.1 -0.1 0.0
H 7.309199 -1.280118 5.484401 -0.1 0.1 -0.1
H 5.258740 -2.927005 5.894138 -0.3 0.2 0.3
H 3.983423 -1.648166 5.668617 -0.1 -0.3 0.1
H 4.778852 -3.930268 3.776757 0.1 0.1 0.5
H 2.776654 -3.488906 2.442023 0.4 -0.3 0.2
H 3.763110 -2.057883 2.505155 0.4 0.0 0.3
H 2.312133 -2.201108 3.453988 0.3 0.0 0.3
H 2.673684 -4.962711 4.627363 0.1 0.1 -0.4
H 2.653882 -3.844736 5.798752 0.1 0.1 -0.2
C -2.846393 -0.833593 -1.145894 -0.1 0.8 -1.2
O -1.590270 -1.454641 -0.875316 -0.4 0.1 0.2
C -0.797496 -0.484405 -0.193284 0.0 0.0 1.0
C 0.636846 -0.913395 -0.072906 1.7 -0.5 -1.1
C 1.436406 0.104070 0.727374 -0.9 0.8 0.1
N 1.313371 -1.070661 -1.384084 -0.4 -0.4 0.7
H -2.705262 -0.104971 -1.964396 0.1 0.0 0.2
H -3.226095 -0.272426 -0.285802 0.0 -0.4 0.0
H -3.604392 -1.510241 -1.534199 0.2 -0.5 0.4
H -0.838108 0.495942 -0.686148 0.0 -0.2 -0.2
H -1.202528 -0.349034 0.823168 0.0 0.1 -0.2
H 0.730070 -1.922022 0.360518 -0.4 0.2 0.4
H 2.457058 -0.124496 1.003229 0.1 -0.7 -0.1
H 0.868420 0.371322 1.626743 0.2 0.1 0.0
H 1.512481 0.991847 0.080983 -0.1 0.1 0.3
H 1.261653 -0.214395 -1.932912 -0.3 -0.1 -0.2
H 0.841333 -1.823200 -1.881883 0.3 0.4 -0.3
N 1.132560 -4.863852 0.499008 1.8 -2.0 -1.4
C 1.884387 -5.627084 -0.458554 -1.0 0.5 -1.2
N 2.295172 -6.911550 -0.023882 -0.3 2.7 -1.5
O 2.070429 -5.192758 -1.629141 0.1 -1.4 3.2
H 0.725730 -3.998999 0.196972 -0.1 0.0 -0.2
H 0.646691 -5.428373 1.168051 -0.2 0.3 0.5
H 1.932931 -7.346856 0.788911 0.1 -0.2 0.6
H 2.979966 -7.355001 -0.610690 -0.2 -0.2 0.1
N 0.029238 0.078385 -5.446137 1.9 2.2 1.6
C 0.876947 0.966311 -4.778564 -0.5 1.1 0.4
N 1.308776 2.088121 -5.502908 0.0 -1.2 0.9
O 1.121014 0.895719 -3.544391 -0.1 -0.2 -1.8
H -0.328323 -0.718086 -4.938581 0.2 -0.2 -0.4
H -0.044297 0.213407 -6.426406 -0.4 -0.3 -0.5
H 1.363515 2.021526 -6.502539 -0.1 0.0 -0.1
H 1.924016 2.803984 -5.041898 -0.7 -0.8 -0.3
N -3.520244 -0.738558 2.159906 1.2 2.6 0.2
C -3.005080 0.558639 2.432003 0.8 0.4 0.9
N -3.918210 1.646906 2.287873 1.3 -2.6 -0.1
O -1.821319 0.753188 2.795493 -2.6 -0.5 -0.9
H -4.494504 -0.855248 2.006803 -0.5 -0.2 0.0
H -2.976834 -1.543434 2.445852 0.0 0.0 0.2
H -3.691673 2.564234 2.600308 0.4 0.2 0.1
H -4.827221 1.455283 1.937945 -0.5 0.1 -0.1
N 4.284224 -0.921192 -1.747010 -0.5 -0.8 0.7
C 4.955654 -1.792980 -0.867409 1.3 0.5 0.5
N 4.121789 -2.424703 0.092697 0.6 1.7 -2.5
O 6.204700 -1.907988 -0.821821 -2.7 0.1 -0.3
H 4.726031 -0.428739 -2.499429 0.9 -0.3 0.2
H 3.259004 -0.875145 -1.842000 0.6 -0.6 0.7
H 3.131263 -2.310104 -0.059590 0.0 -0.3 0.3
H 4.530089 -3.041919 0.754047 0.1 -0.3 0.1
N -2.127491 -5.662157 2.484853 0.2 2.2 -0.9
C -2.238851 -4.283194 2.218903 0.4 1.5 0.9
N -1.835745 -3.855627 0.958341 -0.7 -1.7 1.9
O -2.574711 -3.455949 3.086054 0.3 -1.5 -1.1
H -2.100691 -6.273852 1.694125 -0.2 -0.5 0.2
H -2.370656 -5.951614 3.409819 -0.2 -0.3 0.0
H -1.522562 -4.600096 0.372193 0.2 0.4 -0.8
H -1.839543 -2.873717 0.734282 0.0 0.0 -0.5
N 3.079314 3.356779 -2.315020 0.1 0.9 -0.9
C 3.132234 4.351684 -3.269199 -0.2 0.2 -0.8
N 3.872829 5.489035 -2.925022 -0.7 -1.7 0.1
O 2.542494 4.235062 -4.383315 1.3 0.7 2.3
H 2.508131 2.544885 -2.491918 -0.1 -0.1 -0.3
H 3.555233 3.435723 -1.436661 0.1 0.2 0.2
H 4.383782 5.536067 -2.051490 -0.3 -0.1 -0.1
H 3.883549 6.284629 -3.523978 -0.1 0.0 -0.4
N 0.931286 -4.310288 -4.886578 -1.5 1.9 1.1
C 0.134358 -3.340403 -4.233225 0.0 -1.0 0.1
N 0.025355 -3.557720 -2.843905 -0.6 0.4 -0.9
O -0.436394 -2.419567 -4.841849 0.7 -2.1 1.2
H 1.413768 -5.000016 -4.350040 0.2 -0.2 0.0
H 0.958275 -4.274092 -5.885800 0.2 0.0 -0.1
H -0.718480 -3.128357 -2.307520 -0.1 0.5 -0.7
H 0.413978 -4.345464 -2.349111 0.6 -0.2 -0.6
```
Forces are in eV/Å.

Output
* E_HOMO: -0.287 Eh
* spin multiplicity: 1
* SMILES: CC1(C)CCCC(C)(C)N1O.CC1(C)CCCC(C)(C)N1O.CC1(C)CCCC(C)(C)N1O.COC[C@H](C)N.COC[C@H](C)N.NC(N)=O.NC(N)=O.NC(N)=O.NC(N)=O.NC(N)=O.NC(N)=O.NC(N)=O
* orbital gap: 7.48 eV
* DFT total energy: -3607.81431 Ha
* lowest unoccupied orbital energy: -0.32 eV
* net charge: 0

Mulliken population analysis, charges in e, atoms 1 to 99: C -1.858; C 1.867; C -2.095; C -1.452; C -0.736; C -1.141; C 1.716; C -2.215; C -1.572; N 1.151; O -0.355; H 0.378; H 0.389; H 0.474; H 0.397; H 0.362; H 0.430; H 0.311; H 0.258; H 0.458; H 0.406; H 0.579; H 0.057; H 0.560; H 0.415; H -0.148; H 0.296; H 0.413; H 0.333; H 0.210; C -1.486; C 1.473; C -1.946; C -0.960; C -0.712; C -1.296; C 1.806; C -1.791; C -1.560; N -0.540; O 0.484; H 0.145; H 0.326; H 0.506; H 0.430; H 0.334; H 0.390; H 0.440; H 0.378; H 0.380; H 0.312; H 0.364; H 0.427; H 0.431; H 0.342; H 0.223; H 0.382; H 0.249; H 0.353; H 0.136; C -1.979; C 1.885; C -0.579; C -1.643; C -0.148; C -0.355; C 2.536; C -1.406; C -2.284; N 0.141; O -0.517; H 0.462; H 0.433; H 0.348; H 0.635; H -0.446; H 0.032; H 0.239; H 0.393; H -0.326; H 0.501; H 0.495; H -0.552; H -0.117; H 0.562; H 0.480; H 0.380; H 0.549; H 0.184; H 0.425; C -0.691; O -0.237; C -0.788; C 0.612; C -0.946; N -0.691; H 0.372; H 0.083; H 0.313